ORCA calculation (ωB97M-V/def2-TZVPD) on C6H9N in the gas phase in a non-equilibrium geometry.

Its SMILES is C1[C@H]2N1CC21CC1. The HOMO-LUMO gap is 9.10 eV. As for the highest occupied orbital energy: -8.0 eV. The value obtained for the energy relative to the best compared isomer or geometry (same formula, charge and spin) is 5.126 eV. As for the charge: 0.

Structure (XYZ):
```
16
Properties=species:S:1:pos:R:3:nbo_charge:R:1
C 1.8727 1.4107 -0.0665 -0.322
C 0.3228 0.8977 -0.7640 -0.011
N 1.5350 0.1714 -0.6687 -0.412
C 0.9158 -0.9068 0.1207 -0.209
C -0.4513 -0.2121 -0.0035 -0.103
C -1.5542 -0.1905 1.0134 -0.415
C -1.7837 -0.8891 -0.2940 -0.405
H 1.5568 1.8401 0.8733 0.188
H 2.8664 1.7797 -0.4175 0.211
H -0.0476 1.5293 -1.5633 0.206
H 1.3127 -0.9828 1.1368 0.195
H 1.0475 -1.8506 -0.4191 0.203
H -2.0527 0.7598 1.1752 0.220
H -1.4302 -0.7986 1.9071 0.215
H -1.8229 -1.9821 -0.2785 0.218
H -2.4705 -0.4463 -1.0124 0.220
```

***

ORCA calculation (ωB97M-V/def2-TZVPD) on C6H9N in the gas phase in a non-equilibrium geometry.

The HOMO-LUMO gap is 7.48 eV. As for the highest occupied orbital energy: -7.4 eV. The value obtained for the energy relative to the best compared isomer or geometry (same formula, charge and spin) is 5.193 eV. As for the charge: 0.

Structure (XYZ):
```
16
Properties=species:S:1:pos:R:3:nbo_charge:R:1
C 3.0432 0.3410 0.0650 -0.743
C 1.5375 0.5370 -0.0506 -0.016
C 0.9342 -0.6338 -0.5769 -0.494
C -0.4210 -0.8979 -0.6004 0.207
N -1.4168 -0.3751 0.1310 -0.368
C -2.7852 -0.0817 -0.1575 -0.235
C -1.8781 0.9182 0.5112 -0.207
H 3.5632 0.8155 -0.7859 0.240
H 3.3840 -0.7138 0.0923 0.179
H 3.4167 0.8724 0.9506 0.224
H -0.7537 -1.7647 -1.1744 0.190
H 1.5037 -1.4817 -0.9906 0.177
H -3.5142 -0.6148 0.4494 0.206
H -3.0638 0.0809 -1.1969 0.202
H -1.5202 1.7701 -0.0592 0.226
H -2.0127 1.0810 1.5782 0.213
```

***

ORCA calculation (ωB97M-V/def2-TZVPD) on C6H9N in the gas phase in a non-equilibrium geometry.

Its SMILES is C=C(C)CCC#N. The HOMO-LUMO gap is 10.42 eV. As for the highest occupied orbital energy: -9.6 eV. The value obtained for the energy relative to the best compared isomer or geometry (same formula, charge and spin) is 1.023 eV. As for the charge: 0.

Structure (XYZ):
```
16
Properties=species:S:1:pos:R:3:nbo_charge:R:1
C 1.3395 1.5477 0.1245 -0.651
C 0.1296 0.6670 0.3600 0.023
C -0.2641 0.3605 1.5948 -0.406
C -1.0520 -1.3192 -0.7245 -0.504
C -0.5984 0.1396 -0.8625 -0.422
C 0.0732 -2.2015 -0.3933 0.290
N 0.9868 -2.8691 -0.1530 -0.329
H 1.5772 1.6337 -0.9392 0.211
H 2.2250 1.1348 0.6220 0.232
H 1.1792 2.5600 0.5122 0.224
H 0.2534 0.7595 2.4676 0.203
H -1.1140 -0.2907 1.8089 0.191
H -1.4978 -1.6748 -1.6570 0.251
H -1.8173 -1.4226 0.0478 0.244
H 0.0566 0.2093 -1.7351 0.215
H -1.4768 0.7659 -1.0732 0.228
```

***

ORCA calculation (ωB97M-V/def2-TZVPD) on C6H9N in the gas phase.

Its SMILES is CC#CC[C@H]1CN1. The HOMO-LUMO gap is 10.43 eV. As for the highest occupied orbital energy: -9.4 eV. The value obtained for the energy relative to the best compared isomer or geometry (same formula, charge and spin) is 2.809 eV. As for the charge: 0.

Structure (XYZ):
```
16
Properties=species:S:1:pos:R:3:nbo_charge:R:1
C 2.7154 0.7224 2.1728 -0.681
C 1.7448 0.1411 1.2429 0.000
C 0.9561 -0.3413 0.4690 -0.029
C -0.0064 -0.9451 -0.4605 -0.475
C -1.4051 -0.3756 -0.3254 -0.071
C -1.9217 0.6398 -1.2670 -0.260
N -2.3277 -0.7611 -1.3859 -0.593
H 2.5468 1.7971 2.2965 0.233
H 3.7375 0.5829 1.8054 0.234
H 2.6461 0.2538 3.1600 0.232
H -0.0479 -2.0289 -0.2941 0.234
H 0.3274 -0.8049 -1.4957 0.235
H -1.7870 -0.3366 0.6951 0.197
H -1.2822 0.9982 -2.0710 0.196
H -2.6440 1.3675 -0.9018 0.194
H -3.2655 -0.8967 -1.0199 0.353
```

***

ORCA calculation (ωB97M-V/def2-TZVPD) on C6H9N in the gas phase.

The HOMO-LUMO gap (alpha / beta) is 7.58 / 7.58 eV. As for the highest occupied orbital energy (alpha / beta): -7.0 / -7.0 eV. The value obtained for the energy relative to the best compared isomer or geometry (same formula, charge and spin) is 6.626 eV. As for the charge: 0.

Structure (XYZ):
```
16
Properties=species:S:1:pos:R:3:nbo_charge:R:1
C 2.9151 0.5442 0.2249 -0.692
C 2.0257 -0.6470 0.1985 -0.021
C 0.9062 -0.8383 -0.4385 -0.404
C -0.4587 -0.8790 -0.7043 -0.015
N -1.4771 -0.6454 0.2156 -0.409
C -2.6170 0.1611 -0.1638 -0.239
C -1.6455 0.6310 0.8687 -0.239
H 3.6182 0.4220 -0.6111 0.245
H 3.5321 0.5731 1.1296 0.220
H 2.4258 1.5231 0.0903 0.188
H -0.8137 -1.3283 -1.6306 0.205
H 0.6506 -1.9737 -0.6876 0.350
H -3.5917 -0.2222 0.1294 0.206
H -2.5845 0.6570 -1.1338 0.196
H -0.9697 1.4384 0.5919 0.201
H -1.9157 0.5839 1.9207 0.209
```

***

ORCA calculation (ωB97M-V/def2-TZVPD) on C6H9N in the gas phase.

Its SMILES is CC#CC[C@H]1CN1. The HOMO-LUMO gap is 10.41 eV. As for the highest occupied orbital energy: -9.3 eV. The value obtained for the energy relative to the best compared isomer or geometry (same formula, charge and spin) is 2.906 eV. As for the charge: 0.

Structure (XYZ):
```
16
Properties=species:S:1:pos:R:3:nbo_charge:R:1
C -2.5555 1.7245 0.6254 -0.680
C -1.1960 1.1950 0.7826 -0.008
C -0.0805 0.7433 0.8660 -0.024
C 1.2633 0.1515 0.7579 -0.485
C 1.2292 -1.1663 -0.0116 -0.075
C 0.5940 -1.2135 -1.3420 -0.260
N 2.0503 -1.2255 -1.2217 -0.589
H -2.6673 2.2064 -0.3548 0.232
H -2.7971 2.4658 1.3956 0.233
H -3.2903 0.9148 0.6865 0.232
H 1.7178 0.0066 1.7462 0.232
H 1.9122 0.8427 0.2040 0.247
H 1.1666 -2.0662 0.6036 0.196
H 0.1767 -0.2962 -1.7454 0.203
H 0.0667 -2.1181 -1.6339 0.194
H 2.4099 -2.1646 -1.3584 0.350
```

***

ORCA calculation (ωB97M-V/def2-TZVPD) on C6H9N in the gas phase in a non-equilibrium geometry.

Its SMILES is CNC1C=CC=C1. The HOMO-LUMO gap is 9.40 eV. As for the highest occupied orbital energy: -8.4 eV. The value obtained for the energy relative to the best compared isomer or geometry (same formula, charge and spin) is 2.742 eV. As for the charge: 0.

Structure (XYZ):
```
16
Properties=species:S:1:pos:R:3:nbo_charge:R:1
C 1.7878 0.0592 -0.8302 -0.419
C 0.0531 -0.2469 0.8870 -0.111
C -0.7114 1.0589 0.4914 -0.178
C -1.6905 0.8023 -0.2725 -0.266
C -1.8202 -0.6441 -0.3899 -0.222
C -0.8213 -1.2934 0.2270 -0.205
H 1.4768 1.1076 -1.0916 0.172
H 1.4857 -0.6645 -1.6404 0.211
H 2.9975 0.2246 -0.7074 0.198
H 1.9124 0.2440 1.1951 0.359
H 0.0152 -0.4235 2.0343 0.225
H -0.3959 2.0625 0.7301 0.203
H -2.4033 1.6051 -0.3681 0.222
H -2.6296 -1.2326 -0.9383 0.214
H -0.6416 -2.3772 0.1430 0.224
N 1.3851 -0.2822 0.5304 -0.628
```

***

ORCA calculation (ωB97M-V/def2-TZVPD) on a molecular structure, C6H9N in a non-equilibrium geometry.

The HOMO-LUMO gap is 7.94 eV. As for the highest occupied orbital energy: -8.0 eV. The value obtained for the energy relative to the best compared isomer or geometry (same formula, charge and spin) is 4.798 eV. As for the charge: 0.

Structure (XYZ):
```
16
Properties=species:S:1:pos:R:3:nbo_charge:R:1
C -0.4506 -0.7604 -0.0893 -0.271
C 0.8583 -1.2602 0.4961 -0.519
C -2.4212 0.6908 0.4520 -0.652
C -0.9301 0.5348 0.2280 0.241
C 1.5257 -0.3692 -0.3947 0.192
C 2.4956 0.1143 -1.1085 -0.491
N -0.1894 1.5824 0.4436 -0.665
H -1.1260 -1.5011 -0.4985 0.220
H 0.7078 1.5195 -0.0350 0.335
H 1.0331 -2.3024 0.2136 0.248
H 1.0094 -1.0951 1.5663 0.238
H -2.7787 1.6270 0.0247 0.231
H -2.9908 -0.1294 0.0153 0.207
H -2.6172 0.7123 1.5262 0.233
H 2.4100 1.0215 -1.6991 0.225
H 3.4640 -0.3848 -1.1407 0.229
```

***

ORCA calculation (ωB97M-V/def2-TZVPD) on 2 unconnected molecules or ions with the total composition C6H9N in a non-equilibrium geometry.

Its SMILES is C/C=C\C#N.C=C. The HOMO-LUMO gap is 10.79 eV. As for the highest occupied orbital energy: -10.1 eV. The value obtained for the energy relative to the best compared isomer or geometry (same formula, charge and spin) is 1.883 eV. As for the charge: 0.

Structure (XYZ):
```
16
Properties=species:S:1:pos:R:3:nbo_charge:R:1
C 0.7411 0.8605 1.3677 -0.667
C 0.0789 -0.4163 1.7720 -0.057
C -1.4496 0.5224 -1.5403 -0.402
C -0.3292 0.8342 -2.1830 -0.387
C 0.1721 -1.5899 1.1369 -0.361
C 0.9490 -1.7579 -0.0599 0.263
N 1.5702 -1.8936 -1.0291 -0.329
H 1.3248 0.7455 0.4510 0.234
H -0.0109 1.6393 1.1976 0.236
H 1.4010 1.2128 2.1694 0.230
H -0.5368 -0.3868 2.6699 0.207
H -1.6135 -0.4738 -1.1348 0.193
H 0.4660 0.1053 -2.3234 0.212
H -2.2520 1.2435 -1.4001 0.192
H -0.1670 1.8282 -2.5939 0.191
H -0.3439 -2.4735 1.4999 0.244
```

***

ORCA calculation (ωB97M-V/def2-TZVPD) on C6H9N in the gas phase in a non-equilibrium geometry.

Its SMILES is Cc1cc[nH]c1C. The HOMO-LUMO gap is 8.75 eV. As for the highest occupied orbital energy: -7.7 eV. The value obtained for the energy relative to the best compared isomer or geometry (same formula, charge and spin) is 0.838 eV. As for the charge: 0.

Structure (XYZ):
```
16
Properties=species:S:1:pos:R:3:nbo_charge:R:1
C -1.3879 1.2946 -0.4220 -0.655
C -0.1063 0.5330 -0.2529 0.150
C 0.1474 -0.8175 -0.1903 -0.122
C -0.9259 -1.5782 0.5212 -0.620
C 1.5683 -0.9907 -0.1389 -0.289
C 2.1051 0.2627 -0.0493 -0.080
N 1.0804 1.1744 -0.1096 -0.511
H -2.2101 0.6445 -0.7389 0.235
H -1.2498 2.0292 -1.2240 0.222
H -1.7053 1.8376 0.4780 0.214
H -1.4125 -2.3067 -0.0947 0.203
H -1.6678 -0.8460 0.8442 0.204
H -0.6522 -2.0666 1.4649 0.216
H 2.1389 -1.9129 -0.1160 0.220
H 3.1285 0.5756 0.0406 0.208
H 1.1491 2.1668 -0.0122 0.404
```

***

Among the records above, which one has the lowest energy relative to the best compared isomer or geometry (same formula, charge and spin)? number 10

***

What is the energy relative to the best compared isomer or geometry (same formula, charge and spin) in the sixth record? 2.906 eV